{
  "formula": "C15H19N7O4RbS2",
  "method": "wB97M-V/def2-TZVPD",
  "homo_ev": -11.22,
  "charge": 1,
  "orbital_gap_ha": 0.301,
  "relative_energy_ev": 0.168,
  "lumo_energy_ha": -0.1115,
  "elements": ["Rb", "O", "C", "O", "C", "C", "C", "C", "C", "N", "C", "O", "O", "H", "H", "H", "H", "H", "C", "C", "C", "N", "N", "C", "N", "S", "H", "H", "H", "H", "H", "H", "H", "C", "C", "C", "N", "N", "C", "N", "S", "H", "H", "H", "H", "H", "H", "H"],
  "coordinates": [[0.4184, 0.4171, 0.1355], [-2.8804, -3.1970, 2.3060], [-2.1452, -2.1068, 2.0710], [-2.2162, -1.4692, 1.0515], [-1.2472, -1.7658, 3.2278], [-1.4115, -2.3687, 4.4697], [-0.5890, -1.9582, 5.5030], [0.3658, -0.9850, 5.2513], [0.4672, -0.4635, 3.9668], [-0.3334, -0.8401, 2.9731], [1.4727, 0.5968, 3.5642], [2.4413, 0.9102, 4.4258], [1.4047, 1.1478, 2.5002], [-3.4303, -3.3586, 1.5223], [-2.1676, -3.1239, 4.6179], [-0.6886, -2.3827, 6.4919], [0.9926, -0.6436, 6.0646], [2.4303, 0.3439, 5.2067], [-2.0066, 6.0225, -1.8197], [-1.9298, 4.7518, -2.6587], [-2.2773, 3.5226, -1.8833], [-1.4492, 2.5672, -1.6451], [-1.9993, 1.5341, -0.9154], [-3.2443, 1.7587, -0.6083], [-3.9672, 0.9095, 0.1737], [-3.8546, 3.2583, -1.2018], [-1.7126, 6.8873, -2.4126], [-1.3439, 5.9612, -0.9566], [-3.0181, 6.2029, -1.4534], [-0.9201, 4.5923, -3.0381], [-2.5881, 4.8298, -3.5273], [-3.5366, 0.0053, 0.3123], [-4.9684, 0.9108, 0.0799], [5.5639, -2.4155, -2.9684], [4.4394, -3.1685, -2.2654], [3.1028, -2.5328, -2.4727], [2.4911, -1.8632, -1.5585], [1.2939, -1.3317, -1.9849], [1.0428, -1.6120, -3.2276], [-0.1129, -1.2377, -3.8544], [2.2501, -2.5855, -3.9835], [6.5218, -2.8951, -2.7725], [5.6209, -1.3857, -2.6162], [5.4194, -2.3934, -4.0492], [4.5977, -3.1864, -1.1868], [4.4083, -4.2077, -2.6006], [-0.6142, -0.4905, -3.3962], [-0.0921, -1.1611, -4.8578]],
  "forces_ev_per_angstrom": [[-0.13, -0.11, -0.23], [0.01, 0.03, -0.03], [-0.09, -0.06, -0.06], [0.12, 0.03, 0.02], [-0.03, 0.00, -0.04], [0.04, 0.03, 0.02], [0.04, 0.04, -0.02], [-0.03, -0.02, -0.03], [-0.02, -0.01, -0.05], [0.05, -0.02, 0.13], [-0.04, 0.02, -0.03], [-0.04, -0.07, 0.01], [0.22, 0.13, 0.40], [0.02, -0.01, 0.06], [-0.02, -0.01, -0.01], [-0.01, -0.01, 0.01], [0.01, 0.01, 0.00], [0.03, 0.03, 0.00], [0.00, 0.11, 0.03], [0.02, -0.10, -0.04], [0.20, 0.10, -0.18], [-0.08, -0.14, 0.09], [-0.17, 0.20, -0.08], [0.12, -0.24, 0.08], [-0.06, -0.01, -0.02], [-0.10, 0.05, 0.01], [0.00, 0.00, -0.01], [0.01, -0.01, 0.00], [-0.01, -0.02, -0.01], [0.00, 0.04, 0.02], [-0.02, 0.01, 0.02], [-0.01, 0.00, 0.03], [0.02, 0.02, -0.01], [0.10, 0.03, -0.05], [-0.09, -0.09, 0.04], [0.20, -0.01, 0.31], [-0.18, 0.01, -0.11], [0.12, 0.00, -0.14], [-0.18, 0.02, 0.07], [-0.01, 0.06, -0.07], [0.00, 0.00, -0.12], [0.00, 0.00, 0.00], [-0.01, 0.00, 0.01], [-0.02, -0.01, 0.00], [0.04, 0.02, -0.02], [0.00, 0.02, -0.03], [-0.01, -0.03, 0.01], [0.01, -0.02, 0.01]]
}

---

{
  "formula": "C26H49Cl34FNO2S",
  "method": "wB97M-V/def2-TZVPD",
  "homo_ev": -4.66,
  "charge": -1,
  "orbital_gap_ha": 0.228,
  "relative_energy_ev": 3.601,
  "lumo_energy_ha": 0.0567,
  "elements": ["C", "C", "C", "C", "O", "O", "N", "C", "C", "F", "C", "S", "C", "C", "H", "H", "H", "H", "H", "H", "H", "H", "H", "H", "H", "H", "H", "H", "H", "C", "Cl", "Cl", "H", "H", "C", "Cl", "Cl", "H", "H", "C", "Cl", "Cl", "H", "H", "C", "Cl", "Cl", "H", "H", "C", "Cl", "Cl", "H", "H", "C", "Cl", "Cl", "H", "H", "C", "Cl", "Cl", "H", "H", "C", "Cl", "Cl", "H", "H", "C", "Cl", "Cl", "H", "H", "C", "Cl", "Cl", "H", "H", "C", "Cl", "Cl", "H", "H", "C", "Cl", "Cl", "H", "H", "C", "Cl", "Cl", "H", "H", "C", "Cl", "Cl", "H", "H", "C", "Cl", "Cl", "H", "H", "C", "Cl", "Cl", "H", "H", "C", "Cl", "Cl", "H", "H"],
  "coordinates": [[4.5444, -0.7717, -0.7109], [3.2426, -1.4148, -1.1536], [1.8697, -0.5324, -0.9982], [0.9091, -1.3124, 0.0766], [1.4503, -2.3723, 0.7395], [-0.4804, -0.9777, 0.4234], [1.2021, -0.1448, -2.2980], [2.3063, 0.5617, -3.1039], [1.6967, 1.5358, -4.3019], [2.3626, 1.1304, -5.5960], [0.6647, -1.3298, -3.0674], [-1.0696, -0.8663, -3.6888], [-2.2158, -0.4579, -2.2651], [-1.9717, 1.0355, -1.5963], [4.6288, -0.1541, 0.3070], [5.5254, -0.7892, -1.3687], [3.2661, -2.5335, -1.5490], [2.1888, 0.4915, -0.4738], [3.0254, -0.1993, -3.6545], [3.0205, 1.2008, -2.3922], [2.0346, 2.6259, -4.0359], [0.5444, 1.4052, -4.4737], [1.3093, -1.4816, -4.0604], [0.7033, -2.3535, -2.5026], [-3.3167, -0.4174, -2.7252], [-2.2705, -1.3254, -1.4475], [-2.8918, 1.7362, -1.8885], [-2.0151, 0.9669, -0.4053], [-0.9986, 1.5729, -1.9639], [3.8932, -2.9161, 3.1166], [4.2827, -4.2438, 2.0164], [4.7167, -1.4280, 2.6344], [2.8138, -2.7464, 3.1014], [4.2099, -3.1866, 4.1268], [2.2173, 1.5383, 3.6897], [1.6579, 3.0786, 4.3527], [2.3184, 1.6042, 1.9260], [3.2074, 1.3152, 4.0948], [1.5154, 0.7516, 3.9767], [4.1932, 3.6380, -0.5361], [4.5827, 2.3103, -1.6363], [5.0167, 5.1261, -1.0183], [3.1138, 3.8076, -0.5513], [4.5099, 3.3675, 0.4741], [-6.3591, 2.6193, -1.5339], [-5.4675, 3.1202, -2.9758], [-5.3334, 1.6734, -0.4484], [-6.7105, 3.5091, -1.0060], [-7.2132, 2.0092, -1.8378], [-1.1054, -5.1869, -3.5281], [0.2568, -4.1285, -3.1418], [-2.5725, -4.2495, -3.8343], [-0.8620, -5.7686, -4.4206], [-1.2827, -5.8603, -2.6860], [0.1535, 4.6469, -1.8740], [-1.5758, 4.2804, -1.8764], [0.9848, 3.7844, -0.5740], [0.5825, 4.3449, -2.8326], [0.2891, 5.7218, -1.7314], [0.5497, -4.0321, 5.1568], [1.9304, -4.0931, 6.2591], [1.0159, -3.3596, 3.5898], [0.1669, -5.0450, 5.0096], [-0.2288, -3.4037, 5.5962], [5.6497, 0.7398, -6.9510], [7.0304, 0.6788, -5.8487], [6.1159, 1.4123, -8.5180], [5.2669, -0.2731, -7.0982], [4.8712, 1.3682, -6.5116], [7.1168, -1.3654, 5.7434], [5.5912, -2.2426, 5.9108], [6.8918, 0.1346, 4.8354], [7.5001, -1.1251, 6.7381], [7.8343, -1.9973, 5.2143], [-3.5054, 5.2462, -5.0567], [-2.1432, 6.3046, -4.6704], [-4.9725, 6.1836, -5.3629], [-3.2620, 4.6645, -5.9492], [-3.6827, 4.5728, -4.2146], [-6.1920, 6.5049, 0.1040], [-4.9869, 5.3881, -0.5482], [-7.6823, 5.6549, 0.5301], [-5.7866, 6.9829, 0.9991], [-6.4182, 7.2637, -0.6491], [-4.3359, 6.2162, -9.1179], [-3.2399, 6.2086, -10.5048], [-4.7104, 4.5698, -8.5940], [-3.8616, 6.7529, -8.2926], [-5.2638, 6.7193, -9.4004], [1.1255, -8.1649, 7.4268], [2.4877, -7.1065, 7.8131], [-0.3416, -7.2275, 7.1205], [1.3689, -8.7466, 6.5342], [0.9482, -8.8383, 8.2689], [0.1565, -12.2120, 8.5691], [1.6421, -12.6157, 7.7002], [-0.5041, -10.6682, 8.0166], [-0.5824, -12.9980, 8.3947], [0.3766, -12.1430, 9.6371], [4.1389, -7.2026, 4.1651], [5.3440, -8.3194, 3.5130], [2.6486, -8.0526, 4.5913], [4.5443, -6.7246, 5.0603], [3.9127, -6.4438, 3.4121], [-2.4809, 3.4566, 1.6639], [-2.8414, 5.1817, 1.8011], [-2.1393, 2.7500, 3.2479], [-3.3422, 2.9469, 1.2252], [-1.6076, 3.3257, 1.0202], [-11.4056, 7.0785, 1.5211], [-10.7850, 8.5487, 0.7608], [-13.0591, 6.7396, 0.9954], [-10.7650, 6.2374, 1.2447], [-11.3967, 7.2080, 2.6060]],
  "forces_ev_per_angstrom": [[-2.88, -1.26, -1.04], [3.47, 2.05, 1.48], [0.32, -0.62, 2.32], [-4.33, -3.08, 4.35], [-1.34, 4.83, -3.33], [7.16, -0.72, -2.64], [2.73, -0.81, -0.23], [0.28, 0.48, -0.91], [0.58, -0.79, 0.56], [-1.07, 0.96, 2.19], [0.62, 0.53, -0.22], [0.19, -0.40, 0.56], [-1.26, 0.28, 1.42], [-0.99, 0.24, 0.45], [-0.71, -0.68, -2.95], [-1.87, -1.02, 1.82], [-0.17, 2.87, 0.05], [-0.67, -2.28, -1.15], [-1.42, 1.34, 1.00], [-2.47, -1.78, -1.80], [-0.74, -1.94, -1.00], [2.34, 0.28, 0.41], [-1.59, 0.29, 1.88], [-0.11, 3.20, -0.44], [2.51, -0.25, 0.53], [0.60, 2.07, -1.75], [1.99, -1.50, 0.37], [0.52, -0.02, -2.65], [-1.81, -1.44, 0.86], [-0.13, 0.24, 0.00], [0.03, -0.11, -0.01], [0.04, -0.05, 0.21], [1.30, 0.19, -0.45], [-0.03, 0.03, -0.43], [0.13, -0.39, 0.13], [0.00, 0.06, 0.14], [0.05, -0.08, 0.08], [-0.22, 0.13, -0.18], [0.07, 0.25, -0.22], [-0.04, -0.11, 0.41], [0.64, 0.65, 0.38], [0.00, 0.20, 0.04], [0.83, -0.04, -0.14], [0.05, 0.03, -0.31], [-0.44, -0.06, 0.21], [-0.16, -0.09, -0.12], [-0.20, 0.02, 0.03], [0.23, -0.26, -0.19], [0.35, 0.06, -0.02], [0.02, -0.47, -0.01], [-0.40, -1.62, -0.39], [-0.04, -0.20, -0.01], [-0.08, 0.26, 0.18], [0.03, 0.29, -0.15], [0.07, 0.32, -0.34], [0.03, 0.20, 0.04], [-0.69, -0.03, 0.03], [-0.16, -0.05, 0.26], [-0.08, -0.31, 0.08], [-0.40, 0.02, -0.30], [0.10, 0.04, 0.19], [-1.74, -0.44, 0.25], [0.24, 0.21, 0.05], [0.30, -0.09, -0.07], [-0.44, -0.11, 0.20], [-0.04, -0.05, 0.07], [-0.06, 0.01, -0.11], [0.21, 0.28, 0.01], [0.25, -0.13, -0.12], [0.31, -0.05, 0.05], [0.19, -0.03, 0.37], [0.21, 0.06, 0.14], [-0.22, 0.00, -0.26], [-0.30, 0.17, 0.03], [0.12, -0.44, 0.01], [0.04, 0.02, -0.12], [-0.08, -0.02, 0.02], [-0.08, 0.26, 0.16], [0.08, 0.33, -0.13], [0.36, 0.38, -0.05], [-0.21, 0.42, -0.19], [-0.18, 0.02, 0.08], [-0.11, -0.27, -0.15], [-0.01, -0.31, 0.14], [-0.12, 0.30, 0.20], [0.00, 0.11, -0.02], [-0.04, 0.02, 0.02], [-0.06, -0.23, -0.20], [0.24, -0.24, 0.00], [0.33, -0.20, 0.22], [0.05, -0.20, 0.16], [-0.14, -0.10, -0.03], [-0.10, 0.26, 0.33], [0.18, 0.60, -0.27], [-0.14, -0.26, 0.25], [-0.01, -0.06, 0.07], [-0.47, -0.48, 0.10], [0.21, 0.25, -0.07], [0.01, 0.08, -0.32], [0.08, 0.49, 0.02], [0.08, 0.04, 0.00], [0.01, 0.05, -0.34], [-0.14, -0.25, -0.15], [0.01, -0.30, 0.15], [0.08, -0.41, -0.30], [0.25, 0.15, 0.22], [-0.01, -0.05, -0.06], [0.17, 0.20, 0.17], [-0.17, 0.09, 0.24], [0.22, -0.21, 0.23], [0.09, -0.03, 0.06], [-0.01, -0.09, 0.07], [-0.19, 0.27, -0.05], [-0.08, 0.06, -0.33]]
}

---

{
  "formula": "C13H21N5O4",
  "method": "wB97M-V/def2-TZVPD",
  "homo_ev": -9.10,
  "charge": 0,
  "orbital_gap_ha": 0.352,
  "relative_energy_ev": 2.893,
  "lumo_energy_ha": 0.0179,
  "smiles": "CNC(=O)[C@H](NC(=O)[C@@H](Cc1cnc[nH]1)NC(C)=O)[C@@H](C)O",
  "elements": ["C", "N", "C", "O", "C", "N", "C", "O", "C", "C", "C", "C", "N", "C", "N", "N", "C", "C", "O", "C", "C", "O", "H", "H", "H", "H", "H", "H", "H", "H", "H", "H", "H", "H", "H", "H", "H", "H", "H", "H", "H", "H", "H"],
  "coordinates": [[0.8923, -3.6143, 0.5343], [-0.0901, -2.5865, 0.8914], [0.1832, -1.7881, 1.9552], [1.1309, -2.0552, 2.7025], [-0.4779, -0.5215, 2.0262], [-0.3103, 0.2796, 0.7978], [-0.9687, 0.0360, -0.3632], [-1.8123, -0.8720, -0.3933], [-0.6371, 0.9347, -1.6248], [0.5155, 0.2757, -2.3616], [1.7219, 0.4876, -1.4233], [2.6439, -0.5235, -1.1884], [3.6114, -0.0320, -0.2883], [3.3394, 1.2343, -0.1378], [2.1728, 1.5892, -0.7857], [-1.6633, 1.1616, -2.6553], [-2.3912, 2.2355, -2.8787], [-3.3516, 2.1280, -4.1171], [-2.1217, 3.2548, -2.3019], [-0.2080, 0.3519, 3.3166], [-0.4822, -0.3747, 4.6041], [1.0286, 0.7766, 3.2326], [1.7659, -3.6445, 1.3728], [1.4575, -3.2920, -0.2854], [0.3958, -4.5352, 0.4072], [-0.8941, -2.2317, 0.3098], [-1.5268, -0.7974, 2.1806], [0.4649, 0.9009, 0.6551], [-0.1885, 1.8672, -1.2306], [0.6227, 0.8288, -3.3060], [0.2165, -0.7695, -2.4998], [2.7100, -1.5336, -1.5193], [4.0332, 1.9331, 0.3364], [1.5998, 2.3445, -0.4837], [-1.9773, 0.4036, -3.2554], [-4.0222, 1.2463, -3.9361], [-3.9405, 3.0837, -4.2124], [-2.8867, 2.1174, -5.1563], [-0.7604, 1.2360, 3.2486], [0.3578, -1.1605, 4.6186], [-0.2644, 0.3448, 5.3732], [-1.4906, -0.6816, 4.6698], [1.6019, -0.0380, 3.1718]],
  "forces_ev_per_angstrom": [[1.44, 1.09, 3.06], [-0.72, 0.80, 0.50], [3.52, -2.45, -0.85], [-0.23, 0.33, 0.45], [-3.23, 2.50, 0.99], [-0.31, 0.24, -0.94], [-1.84, -0.64, 0.36], [0.42, 0.85, -0.95], [-0.04, 0.23, 0.04], [0.60, 1.27, 1.49], [0.39, -4.19, -2.28], [0.16, 2.28, 1.85], [-0.06, 0.07, -1.36], [0.32, -0.60, 0.37], [0.55, 0.38, 0.33], [-0.09, -3.05, 0.76], [0.24, 1.76, -1.89], [-0.62, 0.77, -0.07], [-0.77, 1.64, 0.75], [-2.06, -2.39, -1.52], [2.56, -0.53, -0.48], [5.77, 0.43, -0.12], [-2.65, -0.18, -1.64], [0.46, 0.22, -1.79], [-0.16, -1.20, -0.23], [1.22, -0.93, 0.34], [-0.40, 0.38, -0.81], [0.41, 0.03, 1.04], [-1.30, 0.03, -0.55], [0.17, -0.45, 0.18], [0.82, 0.05, -0.19], [-0.27, -0.36, -0.28], [-0.78, -0.12, 0.09], [-0.05, 0.85, -0.22], [0.72, -0.45, 0.68], [0.43, 0.85, -0.57], [0.32, -1.09, 0.69], [0.05, -0.62, 1.59], [-1.71, 1.21, -0.29], [-1.87, 0.63, 0.47], [-0.04, 0.21, 0.57], [-0.95, -0.88, 0.25], [-0.42, 1.02, 0.20]]
}

---

no.,F_max (eV/A)
1,0.5
2,7.7
3,5.8